No. 1
The following is a quantum chemistry calculation of C28H25BrFeSi as an isolated structure, from the OMol25 dataset.

Atoms and positions in Å:
C  0.677  -0.372  -2.435
C  0.891  1.024  -2.185
C  1.482  1.153  -0.888
H  0.706  1.840  -2.878
C  1.620  -0.161  -0.330
C  1.128  -1.099  -1.289
H  1.162  -2.177  -1.195
H  0.334  -0.809  -3.367
H  1.840  2.077  -0.443
H  2.085  -0.392  0.621
Fe  -0.573  0.284  -0.571
Br  -1.264  -1.116  1.093
C  -1.670  -3.828  -0.186
C  -0.413  -4.369  -0.593
C  -0.277  -4.161  -1.997
H  0.303  -4.868  0.059
C  -1.429  -3.440  -2.452
C  -2.281  -3.226  -1.335
H  -3.245  -2.723  -1.347
H  -2.104  -3.910  0.809
H  0.546  -4.509  -2.621
H  -1.627  -3.145  -3.481
C  2.140  1.935  4.473
C  1.578  0.693  4.157
C  0.621  0.624  3.139
C  0.145  1.766  2.477
C  0.659  3.012  2.856
C  1.687  3.086  3.810
Si  -1.249  1.590  1.232
C  -2.836  1.653  2.220
C  -3.752  0.597  2.237
C  -4.937  0.677  2.967
C  -5.199  1.822  3.725
C  -4.275  2.876  3.747
C  -3.090  2.792  2.998
C  -1.280  3.061  -0.032
C  -2.489  3.316  -0.702
C  -2.700  4.527  -1.375
C  -1.703  5.512  -1.375
C  -0.472  5.238  -0.767
C  -0.247  4.005  -0.140
H  2.920  2.001  5.235
H  1.879  -0.218  4.686
H  0.227  -0.360  2.881
H  0.263  3.929  2.414
H  2.128  4.059  4.043
H  -3.540  -0.319  1.688
H  -5.642  -0.156  2.941
H  -6.122  1.890  4.302
H  -4.469  3.771  4.346
H  -2.371  3.618  3.031
H  -3.280  2.561  -0.679
H  -3.643  4.708  -1.896
H  -1.880  6.476  -1.860
H  0.318  5.992  -0.778
H  0.731  3.801  0.296

The calculation puts the total energy at -5209.12069 a.u. For the LUMO energy (alpha / beta), the calculation gives 2.590 / 1.575 eV. As for the energy relative to the best compared isomer or geometry (same formula, charge and spin): 0.7143 eV. The total charge is -1. Its HOMO energy (alpha / beta) is -2.8 / -2.8 eV. As for the HOMO-LUMO gap (alpha / beta): 0.1986 / 0.1618 Eh. The spin multiplicity is 6.

No. 2
The following is a quantum chemistry calculation of C28H25ClNO2RuS5 as an isolated structure, from the OMol25 dataset.

Atoms and positions in Å:
Ru  0.637  0.541  -0.129
C  2.336  1.416  4.124
C  1.251  1.318  3.042
C  0.122  2.296  3.363
C  1.880  1.531  1.677
C  1.564  2.609  0.819
C  2.291  2.820  -0.364
C  3.389  2.027  -0.700
C  4.180  2.273  -1.939
C  3.715  0.969  0.161
C  2.972  0.713  1.303
H  1.894  1.263  5.104
H  2.799  2.401  4.110
H  3.114  0.670  3.992
H  0.846  0.294  3.057
H  0.519  3.297  3.518
H  -0.371  1.984  4.281
H  -0.624  2.325  2.570
H  0.859  3.369  1.137
H  2.058  3.682  -0.974
H  3.819  1.616  -2.732
H  5.233  2.052  -1.778
H  4.077  3.301  -2.276
H  4.584  0.364  -0.054
H  3.281  -0.085  1.965
C  -0.532  -2.806  -3.644
S  1.042  -3.708  -3.559
C  1.637  -3.348  -1.959
C  1.843  -2.111  -1.402
S  1.750  -0.594  -2.169
S  2.441  -2.140  0.256
C  2.623  -3.865  0.411
S  3.247  -4.561  1.753
S  2.085  -4.739  -1.001
H  -0.817  -2.837  -4.692
H  -0.426  -1.781  -3.307
H  -1.264  -3.334  -3.040
N  -5.054  5.020  -1.190
C  -4.179  4.302  -1.015
C  -3.095  3.416  -0.797
C  -3.116  2.559  0.303
C  -2.055  1.692  0.515
C  -0.997  1.711  -0.373
C  -0.979  2.520  -1.495
C  -2.034  3.392  -1.705
H  -3.956  2.567  0.981
H  -2.073  1.000  1.352
H  -0.158  2.466  -2.210
H  -2.043  4.052  -2.559
Cl  -5.560  -5.508  -0.178
C  -4.257  -4.392  -0.201
C  -4.284  -3.322  -1.092
C  -3.245  -2.417  -1.089
C  -2.181  -2.558  -0.195
C  -2.151  -3.647  0.676
C  -3.184  -4.562  0.668
C  -1.150  -1.496  -0.159
O  -0.437  -1.297  0.858
O  -0.999  -0.769  -1.177
H  -5.113  -3.195  -1.768
H  -3.256  -1.576  -1.767
H  -1.321  -3.779  1.352
H  -3.172  -5.401  1.345

The calculation puts the total energy at -3832.91665 a.u. For the LUMO energy (alpha / beta), the calculation gives -4.222 / -6.247 eV. As for the energy relative to the best compared isomer or geometry (same formula, charge and spin): 1.6294 eV. The total charge is +1. Its HOMO energy (alpha / beta) is -11.4 / -11.6 eV. As for the HOMO-LUMO gap (alpha / beta): 0.2627 / 0.1962 Eh. The spin multiplicity is 5.